The following is a DFT calculation (the ωB97M-V functional and the def2-TZVPD basis) of a molecular structure, C19H22BN8S2Sc in a non-equilibrium geometry.

LUMO = -0.058 eV
molar mass = 482.34 g mol⁻¹
orbital gap = 8.01 eV
energy = -75034.6277 eV

ORCA input file:
```
! RIJCOSX wB97M-V def2-TZVPD def2/J DEFGRID3
* xyz 0 1
Sc -0.0942 -0.7450 1.1743
S 1.1972 -1.2398 3.3119
S -0.5614 -3.1081 1.8275
N -0.0706 1.9969 -0.1245
N -0.6117 -6.0257 4.0266
N 2.1269 -3.4502 6.2484
N 1.3821 -0.6937 -0.3790
N -0.0988 1.4541 1.1276
N 1.1649 0.1993 -1.3870
N -1.3627 0.2541 -1.3954
N -1.6899 -0.5749 -0.3580
C -0.0517 -5.0219 4.0896
C 2.5315 -1.3316 -0.6397
C 3.0443 -2.4034 0.2603
C -2.8590 -1.1494 -0.6633
C -0.1325 2.2423 3.4770
C 0.0070 4.2451 -1.2174
C -2.3094 0.1865 -2.3454
C -0.0908 2.4672 2.0025
C 2.2590 0.9735 -3.4968
C 0.4432 -2.8095 3.2262
C -3.5460 -2.1166 0.2397
C 3.0674 -0.8283 -1.8224
C -2.2753 0.9646 -3.6170
C 2.1742 0.1358 -2.2668
C -0.0323 3.3357 -0.0362
C 0.6227 -3.7676 4.1844
C -3.2844 -0.6942 -1.9113
C -0.0434 3.6748 1.3059
C 1.4582 -3.5764 5.3199
B -0.0794 1.1182 -1.3987
H 3.9819 -1.1304 -2.3035
H -3.1547 0.7232 -4.2093
H 1.3961 0.8124 -4.1436
H -0.0609 1.8051 -2.3659
H 0.0188 5.2776 -0.8769
H 0.8969 4.0667 -1.8218
H 3.2321 -2.0101 1.2593
H -1.3866 0.7291 -4.2030
H -4.1845 -0.9708 -2.4337
H 3.1594 0.7131 -4.0479
H -2.2744 2.0373 -3.4212
H -1.0242 2.6992 3.9067
H 2.2976 2.0353 -3.2513
H -0.0237 4.6672 1.7233
H -4.6034 -1.8681 0.3235
H 3.9705 -2.8171 -0.1332
H -3.4734 -3.1286 -0.1609
H -0.8644 4.0972 -1.8557
H 2.3124 -3.2072 0.3549
H -3.1037 -2.1189 1.2327
H 0.7370 2.6959 3.9522
H -0.1340 1.1799 3.7124
*
```



The following is a DFT calculation (the ωB97M-V functional and the def2-TZVPD basis) of 3 unconnected molecules or ions with the total composition C19H22BrN2O in a non-equilibrium geometry.

LUMO = -5.609 eV
molar mass = 374.30 g mol⁻¹
orbital gap = 5.51 eV
energy = -95114.3367 eV

ORCA input file:
```
! RIJCOSX wB97M-V def2-TZVPD def2/J DEFGRID3
* xyz 1 1
Br -4.8042 -2.4511 -3.2639
O 1.9034 -1.2093 -0.1979
N -1.6599 0.0036 -1.3865
N -2.7685 -0.5386 -1.9628
C -1.9241 -3.1217 -2.0521
C -7.2470 0.5102 0.8152
C 4.5540 0.4856 1.2818
C 0.8134 -0.2313 -0.3376
C -5.0081 1.2366 0.2706
C -6.0524 0.3247 0.1199
C -7.4004 1.6134 1.6552
C 6.8817 0.9403 1.7422
C 5.2663 2.7354 1.7983
C -5.1596 2.3369 1.1149
C -3.0820 -1.9580 -2.3737
C -6.3575 2.5274 1.8030
C -0.5418 -0.9151 -1.0400
C 3.7735 -2.5422 -1.3437
C -0.5366 -2.5685 -1.2982
C 5.8691 0.0400 1.4122
C 6.5799 2.2882 1.9378
C 4.2530 1.8345 1.4720
C 2.6290 -1.3455 -1.5036
H -5.9347 -0.5318 -0.5394
H -8.3327 1.7604 2.1943
H 7.9059 0.5921 1.8471
H 0.3497 -3.2687 -0.9921
H -6.4782 3.3884 2.4556
H 1.8888 -1.6898 -2.3726
H -4.0763 1.0907 -0.2695
H 0.5654 0.3788 0.6314
H 3.7642 -0.2173 1.0312
H 4.2936 -2.7829 -2.3893
H -2.0448 -4.2565 -2.3239
H 3.2037 -0.3750 -1.8148
H -4.3447 3.0456 1.2355
H 1.1933 0.5720 -1.1350
H 7.3681 2.9893 2.1975
H -8.0584 -0.2034 0.7019
H 6.1048 -1.0099 1.2572
H 5.0318 3.7869 1.9449
H 4.6241 -2.0703 -0.6662
H -3.5594 0.1492 -2.1645
H 3.3255 -3.5259 -0.8579
H 3.2290 2.1828 1.3656
*
```



The following is a DFT calculation (the ωB97M-V functional and the def2-TZVPD basis) of C19H22BrN5O3 in the gas phase in a non-equilibrium geometry.

LUMO = 0.563 eV
structure (SMILES) = Cn1c(=O)c2c(nc(NC[C@H]3CCCO3)n2Cc2cccc(Br)c2)n(C)c1=O
molar mass = 448.32 g mol⁻¹
orbital gap = 8.35 eV
energy = -103697.6021 eV

ORCA input file:
```
! RIJCOSX wB97M-V def2-TZVPD def2/J DEFGRID3
* xyz 0 1
Br -2.8476 -1.0541 5.8593
O 2.3416 1.3341 0.2439
O -3.0421 -1.9403 0.8887
O -3.9421 0.2968 -2.9794
N 0.4949 -0.5073 -1.7227
N -3.4596 -0.8013 -1.0572
N -1.7537 -0.0228 -2.4895
N 2.2520 -1.3798 -0.3976
N -0.0639 -1.5678 0.1666
C -0.8518 -0.5365 -1.6133
C 1.8959 2.2642 -0.7346
C -0.3525 -1.1861 2.5517
C -2.6077 -1.3698 -0.0975
C -1.2788 -1.5161 3.5301
C -4.8907 -0.9091 -0.8268
C 0.2440 0.0694 2.5644
C 3.0740 2.5341 -1.6862
C -0.0223 -2.1853 1.4668
C -3.1036 -0.1461 -2.2229
C 3.2311 -0.5360 -1.0458
C 3.5335 0.7255 -0.2053
C 4.2464 1.8010 -1.0277
C -1.2451 -1.1805 -0.4558
C -1.3111 0.6449 -3.6926
C -1.5850 -0.5919 4.5118
C 0.9378 -1.1223 -0.6313
C -0.0811 0.9839 3.5516
C -0.9961 0.6602 4.5376
H 4.7917 2.4701 -0.3619
H -0.8837 1.6190 -3.4486
H 0.9523 0.3503 1.7983
H 1.5735 3.1609 -0.1983
H -0.7637 -2.9887 1.4810
H -5.3566 -1.4661 -1.6393
H -1.2540 1.3685 5.3098
H 4.0899 0.4342 0.6936
H 1.0400 1.8413 -1.2721
H 2.8653 2.1202 -2.6717
H -0.5527 0.0351 -4.1811
H 4.9397 1.3750 -1.7487
H -5.0302 -1.4277 0.1188
H -1.7700 -2.4763 3.5135
H 2.4757 -1.6088 0.5617
H -5.3346 0.0851 -0.7867
H 0.3829 1.9584 3.5518
H -2.1771 0.7765 -4.3385
H 2.8084 -0.2567 -2.0104
H 4.1500 -1.1086 -1.1928
H 3.2683 3.5986 -1.7944
H 0.9687 -2.6211 1.6297
*
```



The following is a DFT calculation (the ωB97M-V functional and the def2-TZVPD basis) of C19H22Cl2N4O3S2 in the gas phase in a non-equilibrium geometry.

LUMO = 0.026 eV
structure (SMILES) = O=S(=O)(Nc1ccccc1Cl)c1cc(NC(=S)NCCN2CCOCC2)ccc1Cl
molar mass = 489.45 g mol⁻¹
orbital gap = 8.47 eV
energy = -78878.3791 eV

ORCA input file:
```
! RIJCOSX wB97M-V def2-TZVPD def2/J DEFGRID3
* xyz 0 1
Cl -1.1545 -1.8503 1.9494
Cl -2.5683 -2.5698 -1.2417
S -3.7733 0.3427 -0.5310
S 2.7850 3.8965 -0.9672
O 3.1858 -3.7014 0.1786
O -4.7338 -0.6260 -0.9386
O -4.0995 1.7274 -0.6344
N 2.4348 1.4950 0.0722
N -3.3749 -0.0071 1.0781
N 0.8232 2.2532 -1.4209
N 3.7652 -0.9286 -0.0723
C 2.0118 2.4541 -0.7648
C -1.1141 -0.1151 1.9993
C 0.0415 1.1047 -1.4429
C 3.7586 1.4345 0.6328
C 0.0314 0.5231 2.4413
C 4.5545 0.2927 -0.0109
C -2.1345 0.0934 -1.2337
C -0.2156 -1.2913 -1.6000
C -1.5820 -1.1705 -1.3711
C 0.5918 -0.1711 -1.6150
C 4.3536 -1.9084 -0.9745
C -1.3397 1.2194 -1.2904
C -2.1607 2.0038 1.6141
C 0.0878 1.9059 2.4525
C 2.6416 -2.7554 1.0660
C -1.0111 2.6419 2.0411
C 3.4278 -3.1209 -1.0794
C -2.2286 0.6133 1.5761
C 3.5700 -1.5513 1.2293
H -1.8131 2.1818 -1.1807
H 3.1140 -0.8353 1.9138
H 0.3907 3.1055 -1.7515
H -3.3962 -1.0075 1.2355
H 5.5008 0.1534 0.5366
H 0.2049 -2.2743 -1.7401
H 2.4763 -2.8088 -1.5358
H 0.8709 -0.0701 2.7697
H 4.7941 0.5755 -1.0390
H 4.2542 2.3882 0.4403
H -0.9732 3.7198 2.0557
H 3.8849 -3.8984 -1.6935
H 4.4730 -1.4573 -1.9622
H 4.5292 -1.8887 1.6588
H 0.9848 2.4049 2.7835
H -3.0225 2.5604 1.2841
H 3.6797 1.2939 1.7145
H 1.9124 0.6319 0.1251
H 1.6527 -0.2863 -1.7798
H 1.6632 -2.4107 0.6955
H 5.3432 -2.2392 -0.6161
H 2.5070 -3.2711 2.0181
*
```



The following is a DFT calculation (the ωB97M-V functional and the def2-TZVPD basis) of C19H22ClN3O2 in the gas phase.

LUMO = 0.691 eV
structure (SMILES) = CN1CCN(c2ccccc2NC(=O)COc2ccc(Cl)cc2)CC1
relative energy (zero: lowest compared OMol25 entry of this formula, charge and spin) = 53.9 kcal per mole
molar mass = 359.86 g mol⁻¹
orbital gap = 8.68 eV
energy = -41148.0531 eV

ORCA input file:
```
! RIJCOSX wB97M-V def2-TZVPD def2/J DEFGRID3
* xyz 0 1
Cl -5.1435 -1.9684 -3.4452
O 2.4415 -2.0450 -2.5416
O -0.2362 -3.2230 -0.4914
N 0.2763 1.6503 3.5184
N 1.0972 -0.9693 -1.0312
N 0.0985 0.7553 0.7825
C 0.6675 2.4495 4.6577
C 1.9877 0.8595 -2.3832
C -1.3327 -2.9262 -1.2534
C 1.4725 3.1128 -1.7588
C -3.6793 -2.3345 -2.6011
C 2.0776 2.2199 -2.6232
C -0.4947 2.4181 2.5586
C -3.7183 -2.5916 -1.2384
C 0.9221 0.0819 1.7747
C 1.6001 -2.0449 -1.6696
C 1.3115 0.3949 -1.2664
C -1.3041 -2.6591 -2.6172
C 1.4165 1.0506 2.8524
C -2.4793 -2.3659 -3.2884
C -2.5485 -2.8851 -0.5706
C -0.9646 1.5007 1.4235
C 1.0104 -3.3621 -1.1338
C 0.8191 2.6556 -0.6269
C 0.7516 1.2973 -0.3382
H -1.6491 0.7603 1.8538
H 2.0684 1.8147 2.3875
H -2.5527 -3.0923 0.4877
H -1.3696 2.8328 3.0654
H 0.1003 3.2591 2.1579
H 2.0038 0.5002 3.5908
H 0.9709 -4.0905 -1.9518
H 1.3150 3.2975 4.3824
H -2.4561 -2.1600 -4.3467
H 2.6051 2.5759 -3.4944
H 1.5177 4.1741 -1.9533
H -0.3786 -2.6674 -3.1705
H 2.4255 0.1497 -3.0651
H 1.2025 1.8194 5.3666
H -1.5047 2.0735 0.6684
H 0.3636 3.3718 0.0388
H -4.6572 -2.5636 -0.7088
H 0.3915 -1.1438 -0.3233
H -0.2271 2.8383 5.1421
H 0.3104 -0.6895 2.2556
H 1.7830 -0.3837 1.2938
H 1.6887 -3.7479 -0.3660
*
```



What did the fifth record say?
The following is a DFT calculation (the ωB97M-V functional and the def2-TZVPD basis) of C19H22ClN3O2 in the gas phase.

LUMO = 0.691 eV
structure (SMILES) = CN1CCN(c2ccccc2NC(=O)COc2ccc(Cl)cc2)CC1
relative energy (zero: lowest compared OMol25 entry of this formula, charge and spin) = 53.9 kcal per mole
molar mass = 359.86 g mol⁻¹
orbital gap = 8.68 eV
energy = -41148.0531 eV

ORCA input file:
```
! RIJCOSX wB97M-V def2-TZVPD def2/J DEFGRID3
* xyz 0 1
Cl -5.1435 -1.9684 -3.4452
O 2.4415 -2.0450 -2.5416
O -0.2362 -3.2230 -0.4914
N 0.2763 1.6503 3.5184
N 1.0972 -0.9693 -1.0312
N 0.0985 0.7553 0.7825
C 0.6675 2.4495 4.6577
C 1.9877 0.8595 -2.3832
C -1.3327 -2.9262 -1.2534
C 1.4725 3.1128 -1.7588
C -3.6793 -2.3345 -2.6011
C 2.0776 2.2199 -2.6232
C -0.4947 2.4181 2.5586
C -3.7183 -2.5916 -1.2384
C 0.9221 0.0819 1.7747
C 1.6001 -2.0449 -1.6696
C 1.3115 0.3949 -1.2664
C -1.3041 -2.6591 -2.6172
C 1.4165 1.0506 2.8524
C -2.4793 -2.3659 -3.2884
C -2.5485 -2.8851 -0.5706
C -0.9646 1.5007 1.4235
C 1.0104 -3.3621 -1.1338
C 0.8191 2.6556 -0.6269
C 0.7516 1.2973 -0.3382
H -1.6491 0.7603 1.8538
H 2.0684 1.8147 2.3875
H -2.5527 -3.0923 0.4877
H -1.3696 2.8328 3.0654
H 0.1003 3.2591 2.1579
H 2.0038 0.5002 3.5908
H 0.9709 -4.0905 -1.9518
H 1.3150 3.2975 4.3824
H -2.4561 -2.1600 -4.3467
H 2.6051 2.5759 -3.4944
H 1.5177 4.1741 -1.9533
H -0.3786 -2.6674 -3.1705
H 2.4255 0.1497 -3.0651
H 1.2025 1.8194 5.3666
H -1.5047 2.0735 0.6684
H 0.3636 3.3718 0.0388
H -4.6572 -2.5636 -0.7088
H 0.3915 -1.1438 -0.3233
H -0.2271 2.8383 5.1421
H 0.3104 -0.6895 2.2556
H 1.7830 -0.3837 1.2938
H 1.6887 -3.7479 -0.3660
*
```